{
  "formula": "C14H38AsF6O13",
  "method": "ωB97M-V with the def2-TZVPD basis set",
  "symbols": ["As", "F", "F", "F", "F", "F", "F", "O", "H", "H", "C", "C", "C", "O", "C", "O", "O", "H", "H", "H", "H", "H", "H", "C", "C", "C", "O", "C", "O", "O", "H", "H", "H", "H", "H", "H", "C", "O", "H", "H", "H", "H", "C", "O", "H", "H", "H", "H", "C", "O", "H", "H", "H", "H", "C", "O", "H", "H", "H", "H", "C", "O", "H", "H", "H", "H", "C", "O", "H", "H", "H", "H"],
  "coordinates": [[0.845, -0.764, 0.289], [-0.753, -1.495, 0.205], [0.351, 0.083, 1.733], [2.391, 0.030, 0.379], [1.201, -1.710, -1.143], [0.227, 0.530, -0.688], [1.488, -2.051, 1.239], [0.843, -3.623, -3.151], [0.829, -2.918, -2.488], [1.145, -3.193, -3.956], [-2.760, -1.800, -2.695], [-3.505, -0.641, -2.096], [-2.710, 0.676, -1.929], [-3.612, 1.664, -2.391], [-4.677, 1.106, -2.993], [-5.584, 1.701, -3.480], [-4.571, -0.243, -2.966], [-3.448, -2.619, -2.897], [-1.934, -2.155, -2.079], [-2.319, -1.475, -3.643], [-3.944, -0.891, -1.126], [-1.784, 0.670, -2.512], [-2.406, 0.817, -0.896], [-1.966, 2.290, 1.287], [-1.785, 3.253, 2.434], [-1.456, 4.702, 2.020], [-2.576, 5.470, 2.481], [-3.373, 4.709, 3.234], [-4.310, 5.065, 3.883], [-3.000, 3.408, 3.178], [-1.096, 2.199, 0.642], [-2.883, 2.473, 0.721], [-2.155, 1.319, 1.757], [-1.027, 2.879, 3.123], [-1.410, 4.785, 0.935], [-0.542, 5.088, 2.465], [0.981, 2.699, -3.574], [0.813, 4.067, -3.940], [0.634, 2.562, -2.549], [0.453, 2.030, -4.262], [2.018, 2.377, -3.661], [-0.131, 4.200, -4.057], [3.565, 3.121, -0.370], [3.111, 2.918, 0.962], [4.295, 2.383, -0.718], [2.685, 3.136, -1.014], [4.120, 4.060, -0.376], [3.020, 1.974, 1.130], [-1.306, -4.765, -0.095], [-2.183, -3.868, 0.525], [-1.560, -5.801, 0.140], [-1.326, -4.691, -1.191], [-0.261, -4.632, 0.209], [-1.739, -3.020, 0.639], [4.539, -1.028, -2.801], [5.827, -1.367, -2.332], [4.617, -0.263, -3.577], [4.045, -1.891, -3.256], [3.870, -0.587, -2.056], [5.771, -2.211, -1.877], [1.650, -4.324, 3.197], [1.386, -5.434, 4.063], [2.693, -4.009, 3.297], [1.477, -4.626, 2.169], [1.042, -3.479, 3.510], [2.179, -5.688, 4.535], [0.958, -0.739, 5.017], [1.150, 0.509, 4.388], [1.817, -1.409, 4.852], [0.925, -0.624, 6.100], [0.068, -1.259, 4.655], [1.062, 0.339, 3.441]],
  "forces_ev_per_angstrom": [[-0.4, -0.2, 0.0], [0.1, 0.1, 0.3], [0.0, -0.1, -0.1], [-0.1, -0.2, -0.4], [0.5, 0.6, 0.1], [0.2, 0.0, -0.1], [-0.2, 0.0, 0.1], [-0.1, 0.0, 0.0], [0.1, -0.1, 0.0], [0.0, 0.0, 0.0], [0.2, 0.2, -0.5], [0.4, 0.4, 0.6], [0.4, -1.3, -0.1], [0.0, 0.7, 0.2], [0.1, -0.6, 0.1], [0.1, 0.1, -0.1], [-0.3, 0.2, -0.2], [0.1, -0.1, 0.1], [-0.2, 0.1, 0.3], [-0.1, -0.1, 0.0], [-0.1, -0.2, -0.1], [-0.2, 0.2, -0.2], [-0.3, 0.3, 0.0], [-0.8, -0.8, 0.7], [0.5, 0.6, -0.1], [-0.3, -0.3, -0.3], [0.2, 0.3, 0.1], [-0.6, -0.9, 0.5], [0.2, 0.4, -0.4], [0.1, 0.1, 0.0], [0.1, 0.1, 0.0], [0.2, 0.5, -0.1], [0.3, -0.1, -0.2], [0.0, -0.1, 0.0], [0.1, 0.1, 0.0], [0.0, 0.0, 0.1], [-0.3, -0.1, -0.1], [0.3, -0.2, -0.2], [0.1, -0.4, 0.0], [-0.3, 0.1, 0.2], [0.2, 0.5, 0.2], [0.0, 0.1, 0.0], [0.0, 0.0, 0.4], [0.4, 0.0, 0.2], [-0.3, -0.3, 0.1], [0.3, 0.2, -0.4], [-0.4, 0.2, -0.1], [-0.1, 0.0, -0.2], [0.7, -0.4, -0.6], [-0.4, 0.0, 0.3], [-0.3, 0.1, 0.2], [0.0, 0.1, 0.1], [-0.1, 0.1, 0.1], [0.1, -0.1, -0.1], [-0.6, 0.2, -0.5], [0.2, 0.2, 0.0], [0.4, -0.1, 0.0], [-0.1, 0.0, 0.1], [0.2, -0.3, 0.3], [-0.1, 0.0, 0.1], [0.6, -0.3, 0.6], [-0.2, -0.1, 0.0], [0.0, 0.0, -0.2], [-0.2, 0.2, -0.1], [-0.2, 0.0, -0.3], [0.1, 0.1, -0.1], [0.6, -0.5, 0.0], [-0.1, -0.1, 0.1], [-0.1, 0.1, -0.2], [-0.3, 0.3, 0.0], [-0.1, 0.1, 0.1], [0.0, 0.2, 0.0]],
  "e_tot_ha": -4369.5188,
  "homo_lumo_gap_ev": 10.1,
  "charge": -1,
  "e_lumo_ev": 2.235
}